Record 1
DFT (wB97M-V/def2-TZVPD) results for a 7-piece molecular cluster, C28H77N7O7 overall.

The geometry in XYZ format:
```
119
Properties=species:S:1:pos:R:3:forces:R:3
C -4.10759 -7.21324 1.95090 0.40 1.44 -0.53
O -3.66577 -6.51921 0.71481 -0.41 -0.74 0.36
C -3.41119 -5.07862 0.73448 0.07 -1.23 1.19
C -2.67959 -4.61154 -0.54134 0.12 0.07 0.40
C -2.57388 -3.06202 -0.72790 0.36 -0.85 -0.12
N -3.26437 -5.18531 -1.74036 -0.41 0.08 -0.21
H -3.37050 -7.21192 2.75389 0.63 0.13 -0.29
H -4.36160 -8.25519 1.75613 0.14 0.25 -0.61
H -4.96582 -6.74331 2.43121 -0.36 0.26 -0.45
H -4.35902 -4.56761 0.90352 -0.17 0.25 -0.10
H -2.77461 -4.97207 1.61284 0.14 0.73 0.12
H -1.67733 -5.03650 -0.48682 0.21 0.14 0.12
H -2.19527 -2.90747 -1.73828 -0.38 -0.07 -0.26
H -1.81452 -2.54059 -0.14515 -0.20 -0.34 0.64
H -3.53383 -2.55883 -0.61216 -0.03 -0.03 -0.02
H -4.13027 -4.70466 -1.93860 -0.23 0.28 -0.20
H -3.56705 -6.12220 -1.51516 0.15 -0.39 -0.03
C -2.12966 -0.22019 2.19395 -0.17 0.47 0.71
O -2.92642 -0.87103 3.17429 1.23 -0.12 -0.08
C -3.74658 -1.93179 2.69147 -0.09 0.25 1.42
C -4.77998 -2.01540 3.85932 -1.80 0.58 -1.40
C -5.92823 -2.94296 3.73059 0.23 -3.13 -0.49
N -5.51623 -0.76091 3.96478 1.65 1.69 0.57
H -1.46355 0.47919 2.69918 -0.05 -0.10 0.32
H -2.79935 0.40839 1.60701 0.16 -0.23 -0.73
H -1.46391 -0.88620 1.64503 -0.37 -0.20 -0.35
H -4.08609 -1.60082 1.71000 -0.81 -0.32 -0.06
H -3.21041 -2.87575 2.59360 0.35 -0.02 -0.03
H -4.25690 -2.14924 4.80620 0.28 -0.17 -0.22
H -5.58772 -3.93947 3.44931 0.18 -0.44 -0.02
H -6.62248 -2.70916 2.92346 -0.08 0.51 0.19
H -6.44301 -3.11696 4.67549 -0.15 0.51 -0.10
H -4.71996 -0.15455 3.82915 -0.19 1.39 0.54
H -6.08245 -0.54103 3.15785 -0.29 -0.62 -0.30
C 1.73884 1.20496 2.21027 -0.45 1.17 -1.16
O 1.58318 0.16411 1.26316 -0.63 0.15 -0.25
C 1.05687 0.70291 -0.00654 1.23 -1.22 1.54
C 0.80235 -0.52525 -0.82437 0.75 -1.22 -2.21
C 2.02841 -1.41229 -1.11554 -0.31 0.44 1.61
N 0.24032 -0.23108 -2.14467 -1.29 0.74 0.28
H 2.13088 0.92437 3.18786 -0.32 -0.52 -0.24
H 0.79563 1.75092 2.23027 -0.33 -0.10 0.92
H 2.37116 1.99334 1.80195 0.67 -0.02 -0.04
H 0.09868 1.21314 0.09162 0.07 0.40 0.38
H 1.87064 1.34779 -0.33822 -0.40 0.21 -0.55
H 0.08216 -1.13926 -0.28361 -0.19 0.11 0.08
H 2.77354 -0.81866 -1.64515 0.26 -0.08 0.19
H 1.77830 -2.28593 -1.71745 -0.18 0.08 0.07
H 2.33050 -1.72607 -0.11635 0.89 -0.30 -0.25
H 0.91164 0.18706 -2.77283 0.23 -0.17 0.31
H -0.02970 -1.11495 -2.55206 -0.10 0.03 -0.21
C -3.26049 7.35715 1.85222 -0.72 -0.52 0.71
O -2.64904 6.09234 1.82769 -0.07 0.22 -1.05
C -1.30387 6.15775 2.20163 -0.56 -1.48 -0.04
C -0.76217 4.71195 2.19247 -0.99 -1.28 -0.45
C -1.71934 3.63539 2.75538 0.29 1.57 -0.73
N 0.50891 4.65479 2.81808 1.12 0.63 0.72
H -4.25068 7.26856 1.40525 0.21 0.06 -0.40
H -2.65286 8.13365 1.38754 -0.06 0.08 -0.06
H -3.46873 7.55948 2.90284 0.19 0.71 0.22
H -0.70711 6.79370 1.54776 0.07 0.14 -0.34
H -1.25714 6.59787 3.19773 0.30 -0.09 0.50
H -0.55772 4.29413 1.20671 -0.27 0.84 -0.69
H -2.56273 3.69799 2.06771 -0.41 -0.31 0.53
H -1.97837 3.93532 3.77078 -0.30 -0.56 0.12
H -1.25005 2.65711 2.65127 -0.01 0.15 0.40
H 0.37958 4.96091 3.77184 0.12 -0.17 0.61
H 0.95458 5.46171 2.40533 1.10 0.03 -0.05
C 0.97287 0.88997 -5.18522 1.20 0.21 -0.41
O 2.37272 0.91065 -5.62030 -0.97 0.29 -1.79
C 2.54692 0.79739 -7.12419 -2.38 0.38 0.84
C 3.62264 1.66254 -7.73954 0.79 -0.47 0.41
C 3.80583 1.55324 -9.27946 -1.68 0.42 0.28
N 4.86329 1.24594 -7.13071 0.89 0.18 -0.43
H 0.32702 1.55045 -5.76379 0.22 0.18 -0.21
H 0.97727 1.25586 -4.15848 0.02 0.03 -0.21
H 0.52679 -0.10387 -5.22245 0.23 -0.21 0.00
H 2.61203 -0.27896 -7.28335 0.35 0.05 -0.47
H 1.63353 1.18943 -7.57153 -0.60 -0.43 0.10
H 3.40035 2.69278 -7.46153 0.05 0.16 -0.08
H 4.53530 2.27526 -9.64643 0.40 -0.46 0.30
H 2.89404 1.85143 -9.79697 -0.38 0.19 0.12
H 3.93064 0.53856 -9.65754 0.68 -0.07 0.33
H 4.78460 1.30614 -6.12558 0.19 0.04 0.24
H 4.88356 0.27506 -7.40836 0.75 -0.40 0.38
C 4.75732 4.03390 -0.40603 0.38 -0.65 0.40
O 3.50459 3.50591 -0.80281 -0.47 1.13 0.81
C 3.52889 2.59736 -1.84732 1.23 -0.11 -1.39
C 4.28550 3.07584 -3.11471 0.01 0.02 -0.07
C 3.73263 4.34032 -3.74343 0.47 0.59 0.74
N 4.43277 1.98574 -4.05862 0.25 0.41 -0.07
H 5.34720 4.43327 -1.23104 -0.09 0.06 0.05
H 5.32318 3.25091 0.09878 0.37 -0.34 -0.22
H 4.68770 4.79560 0.37055 -0.78 0.16 -0.28
H 4.06985 1.67731 -1.62603 0.13 -0.35 0.74
H 2.51317 2.27900 -2.08197 -0.18 0.40 -0.08
H 5.28792 3.38112 -2.81460 0.18 -0.48 0.08
H 4.24636 4.60479 -4.66768 -0.57 -0.57 -0.47
H 4.10038 5.15668 -3.12180 -0.43 0.22 0.44
H 2.64419 4.39571 -3.72542 0.02 -0.02 -0.56
H 4.96345 1.21661 -3.67533 -0.15 -0.12 0.08
H 3.55098 1.67696 -4.44230 -0.06 -0.23 0.02
C 2.68969 -3.12193 2.92914 -0.88 0.03 -0.14
O 1.51305 -3.96091 2.71350 1.57 -0.54 -0.02
C 0.22920 -3.42549 3.07472 2.39 0.69 0.24
C 0.19295 -3.11554 4.57694 -1.77 -1.33 -0.16
C 0.49926 -4.40155 5.40755 -0.19 0.46 -0.74
N -1.25158 -2.78286 4.88696 1.61 -0.06 0.44
H 2.50506 -2.08182 2.66048 -0.37 0.19 0.04
H 3.54730 -3.40321 2.31800 -0.50 -0.67 -0.44
H 3.10016 -3.14842 3.93855 -0.51 -0.13 0.40
H 0.19803 -2.57098 2.39874 -0.95 0.67 0.38
H -0.54342 -4.14805 2.81195 0.18 -0.12 0.07
H 0.86413 -2.32216 4.90582 0.16 0.15 -0.40
H 0.33494 -4.19924 6.46593 0.18 0.01 0.05
H 1.49493 -4.80828 5.23061 0.10 0.29 0.12
H -0.19677 -5.18822 5.11637 -0.16 0.06 -0.04
H -1.13358 -2.50266 5.85011 -0.80 0.03 0.53
H -1.51955 -1.92456 4.42694 -0.12 0.26 -0.39
```
Positions in Å, forces in eV/Å.

**Relative energy (zero: lowest compared OMol25 entry of this formula, charge and spin)**: 95.80 kcal per mole
**Highest occupied orbital energy**: -0.32473 Ha
**Electronic energy**: -55040.9809 eV
**HOMO-LUMO gap**: 9.472 eV
**Molecular weight**: 623.97 g/mol


Record 2
DFT (wB97M-V/def2-TZVPD) results for a 5-piece molecular cluster, C4H21N3O5 overall.

The geometry in XYZ format:
```
33
Properties=species:S:1:pos:R:3:forces:R:3
N -1.79424 -2.49977 -1.08246 1.00 -0.16 0.13
C -2.33070 -1.47316 -0.20092 -1.16 -1.19 -1.45
N -2.13848 -0.09492 -0.64923 -0.89 0.82 0.69
C -0.90734 0.58649 -0.27427 1.04 -1.61 -0.09
C -0.13890 1.18134 -1.46068 -0.97 1.36 0.03
N 1.04788 1.88019 -0.89446 -0.54 -0.70 0.02
C 0.16864 0.18659 -2.55797 2.31 -1.39 0.06
O 0.72233 -1.09251 -2.12037 -0.73 -0.22 0.13
H -1.90440 -2.31873 -2.07549 -0.48 0.34 0.20
H -0.78490 -2.53122 -0.98363 0.00 -0.10 0.06
H -1.94977 -1.73378 0.78352 0.11 0.37 0.35
H -3.42682 -1.70974 -0.21990 0.71 0.80 0.38
H -2.90403 0.43769 -0.24621 -0.07 -0.03 -0.38
H -0.97217 1.36119 0.49145 -0.57 -0.03 -0.13
H -0.29353 -0.20620 0.17855 0.34 0.29 0.08
H -0.85122 1.93656 -1.87224 0.68 -0.31 -0.01
H 1.32299 2.75780 -1.31136 -0.25 -0.16 -0.45
H 1.83300 1.24232 -0.94633 0.24 0.28 0.21
H -0.60879 -0.09176 -3.24581 -0.80 0.17 0.18
H 1.01798 0.47987 -3.17428 -0.31 1.23 -0.26
H 1.17403 -1.08412 -1.27190 0.04 0.26 0.10
O 2.56829 0.81793 1.22387 -0.06 -0.19 -0.04
H 1.69842 1.23705 1.42366 0.69 0.01 0.08
H 3.04208 0.88083 2.05851 0.07 -0.01 -0.02
O 0.67680 2.34634 2.24210 -0.36 0.19 -0.12
H 0.49445 2.59859 1.31757 0.01 -0.02 0.20
H -0.04246 1.75201 2.49598 -0.08 0.02 -0.11
O -0.69291 -0.41652 2.97922 -0.26 0.01 -0.29
H -0.53939 -1.31995 2.67303 0.08 0.18 -0.06
H -0.08530 -0.29197 3.70441 0.27 -0.08 0.38
O 1.94451 -1.82733 0.80305 -0.32 -0.17 -0.17
H 2.59244 -2.13088 1.44892 -0.06 0.09 -0.20
H 2.06149 -0.86025 0.76364 0.35 -0.03 0.47
```
Positions in Å, forces in eV/Å.

**Relative energy (zero: lowest compared OMol25 entry of this formula, charge and spin)**: 16.23 kcal per mole
**Highest occupied orbital energy**: -0.32725 Ha
**Electronic energy**: -19195.9263 eV
**HOMO-LUMO gap**: 9.181 eV
**Molecular weight**: 191.23 g/mol


Question: What is the formula in the first record?
Answer: C28H77N7O7